Record 1
128
Properties=species:S:1:pos:R:3:forces:R:3 method="wB97M-V/def2-TZVPD" orbital_gap_ha=0.3492 smiles="CC(=O)OCCCCCCCOC(=O)F.Fc1ccccc1.Fc1ccccc1.Fc1ccccc1.Fc1ccccc1.Fc1ccccc1.Fc1ccccc1.Fc1ccccc1.Fc1ccccc1" energy_ha=-3444.078669 e_homo_ev=-8.96
C -4.457 -6.522 0.500 0.03 0.03 -0.14
C -5.708 -5.699 0.609 0.21 0.09 -0.25
O -6.198 -5.321 1.635 -0.21 0.05 0.45
O -6.212 -5.400 -0.601 -0.12 -0.33 -0.09
C -7.531 -4.823 -0.610 -0.10 0.16 -0.10
C -7.529 -3.285 -0.580 -0.01 -0.07 0.34
C -6.149 -2.631 -0.599 -0.05 0.15 -0.13
C -5.354 -2.832 -1.906 -0.14 -0.23 -0.04
C -3.999 -3.543 -1.801 0.14 0.09 -0.06
C -3.147 -3.117 -0.605 -0.05 -0.10 0.23
C -1.703 -3.561 -0.768 -0.07 -0.50 -0.09
O -0.775 -2.761 0.000 -0.26 0.42 0.10
C -1.086 -2.582 1.283 0.21 -0.53 -0.19
O -1.234 -1.566 1.855 0.08 0.16 0.13
F -1.162 -3.778 1.917 -0.15 0.20 -0.10
H -4.195 -6.909 1.480 0.03 0.00 -0.02
H -3.647 -5.893 0.122 0.00 -0.02 0.08
H -4.595 -7.325 -0.221 -0.01 -0.04 0.06
H -7.996 -5.207 -1.516 0.12 0.01 -0.05
H -8.079 -5.214 0.245 0.02 -0.01 -0.02
H -8.024 -2.975 0.343 -0.01 0.04 -0.04
H -8.145 -2.902 -1.394 0.09 -0.02 -0.06
H -6.315 -1.560 -0.461 0.03 -0.02 0.09
H -5.595 -2.957 0.283 0.03 -0.03 -0.08
H -5.972 -3.411 -2.598 0.04 0.06 -0.05
H -5.199 -1.866 -2.392 0.03 0.03 0.09
H -4.140 -4.626 -1.783 -0.03 0.04 0.05
H -3.436 -3.332 -2.716 -0.04 0.00 -0.01
H -3.189 -2.036 -0.441 0.06 0.03 -0.23
H -3.553 -3.570 0.307 0.04 0.11 0.03
H -1.384 -3.460 -1.803 0.13 0.16 0.06
H -1.573 -4.611 -0.489 -0.01 0.03 0.01
F -0.376 0.954 -5.817 0.00 0.00 0.00
C 0.225 -0.060 -5.157 0.02 0.00 0.02
C 1.308 -0.685 -5.744 0.01 -0.02 -0.05
C 1.925 -1.722 -5.058 -0.05 -0.03 -0.03
C 1.455 -2.117 -3.813 0.00 0.00 0.00
C 0.367 -1.467 -3.246 0.02 0.01 0.01
C -0.259 -0.425 -3.917 -0.03 0.00 0.02
H 1.659 -0.355 -6.712 -0.01 0.00 0.00
H 2.785 -2.210 -5.494 0.00 0.00 0.00
H 1.944 -2.922 -3.281 0.01 0.02 0.01
H 0.011 -1.759 -2.267 0.04 0.05 0.03
H -1.104 0.100 -3.492 0.00 0.01 -0.01
F -10.228 -1.623 -0.697 -0.07 0.02 -0.02
C -10.304 -0.449 -0.033 0.02 0.02 0.02
C -9.902 -0.407 1.286 -0.01 -0.02 0.04
C -9.986 0.802 1.964 -0.01 0.02 -0.03
C -10.463 1.936 1.321 0.00 0.00 0.01
C -10.858 1.863 -0.008 0.01 0.00 0.02
C -10.780 0.662 -0.701 -0.02 0.01 -0.03
H -9.542 -1.306 1.770 0.02 0.00 -0.02
H -9.680 0.853 3.000 0.00 0.00 0.00
H -10.529 2.873 1.855 0.00 0.00 0.00
H -11.233 2.744 -0.511 0.00 0.00 0.00
H -11.080 0.581 -1.737 0.00 -0.01 0.00
F 4.821 -0.836 -4.269 0.01 0.02 -0.01
C 4.612 -0.009 -3.219 -0.01 0.02 0.07
C 3.544 0.865 -3.261 -0.03 0.03 -0.04
C 3.339 1.706 -2.178 0.00 0.02 0.04
C 4.192 1.667 -1.084 0.01 0.03 0.01
C 5.259 0.780 -1.072 -0.07 0.00 0.00
C 5.476 -0.075 -2.144 0.06 0.01 0.03
H 2.891 0.880 -4.123 0.00 -0.03 0.00
H 2.505 2.397 -2.186 0.00 0.00 -0.02
H 4.025 2.332 -0.245 0.00 0.01 -0.01
H 5.931 0.749 -0.226 0.02 -0.02 -0.01
H 6.296 -0.780 -2.153 0.00 0.00 -0.02
F 8.337 0.238 0.263 0.07 0.09 -0.01
C 8.787 1.039 1.259 -0.02 0.03 0.03
C 10.128 1.357 1.299 0.04 0.00 -0.03
C 10.576 2.184 2.319 -0.03 0.03 0.05
C 9.690 2.668 3.272 0.00 0.00 0.00
C 8.346 2.326 3.206 0.02 0.01 -0.01
C 7.880 1.504 2.189 -0.03 -0.01 0.01
H 10.799 0.969 0.544 -0.01 0.00 -0.01
H 11.622 2.455 2.364 0.00 -0.02 -0.01
H 10.046 3.315 4.062 0.00 0.00 0.00
H 7.653 2.701 3.947 0.00 0.00 -0.01
H 6.837 1.227 2.114 0.01 -0.01 0.00
F 13.114 3.790 0.871 0.03 -0.01 -0.01
C 12.972 5.082 1.242 -0.02 0.04 0.01
C 11.938 5.817 0.701 -0.04 -0.02 -0.03
C 11.797 7.142 1.089 0.02 0.01 0.02
C 12.683 7.705 1.998 0.00 0.00 0.00
C 13.713 6.940 2.526 -0.02 0.01 -0.01
C 13.865 5.612 2.151 0.03 -0.01 0.02
H 11.261 5.355 -0.005 0.00 -0.01 0.01
H 10.990 7.734 0.679 0.00 0.00 -0.01
H 12.569 8.739 2.296 0.00 0.00 0.00
H 14.406 7.376 3.234 0.00 0.00 0.00
H 14.657 4.994 2.551 0.00 0.00 -0.02
F -15.152 1.869 1.669 0.00 0.01 0.00
C -14.746 0.775 2.347 0.01 -0.03 0.02
C -13.695 0.035 1.845 0.03 0.01 -0.04
C -13.283 -1.085 2.552 0.02 -0.03 0.02
C -13.917 -1.450 3.732 -0.01 0.02 0.00
C -14.975 -0.687 4.209 0.02 0.00 -0.01
C -15.399 0.438 3.516 -0.02 0.01 0.03
H -13.210 0.337 0.926 0.01 0.01 0.01
H -12.454 -1.671 2.175 -0.01 -0.01 0.00
H -13.587 -2.323 4.278 -0.01 0.00 0.00
H -15.475 -0.968 5.127 0.00 0.01 0.00
H -16.217 1.050 3.870 0.00 0.00 -0.01
F 5.980 6.725 -0.357 0.00 0.00 0.00
C 4.685 6.349 -0.391 -0.02 -0.02 0.00
C 4.088 6.131 -1.616 0.01 0.00 -0.04
C 2.756 5.744 -1.641 0.00 -0.05 0.03
C 2.048 5.580 -0.458 0.00 -0.02 -0.01
C 2.675 5.807 0.759 0.00 -0.01 -0.02
C 4.007 6.195 0.802 0.00 -0.01 0.03
H 4.661 6.261 -2.524 0.01 0.00 0.01
H 2.272 5.559 -2.592 0.00 0.02 -0.01
H 1.011 5.274 -0.485 0.00 0.01 0.00
H 2.127 5.682 1.684 0.00 0.00 0.00
H 4.519 6.374 1.737 0.01 0.01 -0.01
F 7.017 -3.081 -1.797 0.02 -0.02 0.00
C 6.660 -3.481 -0.557 -0.04 -0.03 0.06
C 6.981 -2.678 0.519 0.01 0.02 0.00
C 6.607 -3.099 1.787 -0.02 -0.03 0.00
C 5.930 -4.298 1.962 0.00 0.01 0.00
C 5.622 -5.083 0.860 0.01 0.02 0.01
C 5.985 -4.677 -0.416 -0.02 -0.03 -0.04
H 7.509 -1.750 0.361 -0.01 -0.05 -0.01
H 6.846 -2.481 2.643 0.01 0.00 0.00
H 5.643 -4.620 2.954 0.00 0.00 0.00
H 5.095 -6.020 0.990 0.00 0.00 0.00
H 5.753 -5.269 -1.291 0.01 0.01 -0.01



Record 2
55
Properties=species:S:1:pos:R:3:forces:R:3 method="wB97M-V/def2-TZVPD" orbital_gap_ha=0.4053 energy_ha=-3888.665226 e_homo_ev=-10.78
C -6.106 -6.204 -2.213 0.11 0.20 0.88
C -7.465 -6.196 -1.526 -0.21 -0.53 -0.40
O -7.427 -7.358 -0.673 0.03 0.04 0.40
S -6.284 -8.397 -1.078 -0.26 0.10 -0.15
O -6.871 -9.622 -1.470 -0.08 -0.02 -0.31
O -5.281 -8.399 -0.081 0.30 0.23 0.39
O -5.781 -7.590 -2.355 -0.19 -0.33 -0.39
H -5.376 -5.770 -1.525 0.12 0.20 -0.30
H -6.101 -5.722 -3.183 0.08 -0.10 -0.08
H -8.293 -6.361 -2.215 0.02 0.25 -0.05
H -7.631 -5.314 -0.916 -0.03 0.00 0.03
C -10.452 -12.000 4.304 1.27 -0.74 0.37
C -9.228 -11.110 4.458 -0.06 0.40 -0.63
O -9.424 -10.169 3.359 0.01 0.00 -0.08
S -10.959 -9.808 3.237 0.07 -0.45 0.61
O -11.342 -9.819 1.880 -0.07 -0.02 -0.70
O -11.264 -8.678 4.037 -0.15 0.12 0.23
O -11.510 -11.132 3.958 -0.35 0.33 0.01
H -10.638 -12.568 5.214 -0.49 0.31 0.07
H -10.242 -12.729 3.517 -0.33 0.16 -0.20
H -8.303 -11.628 4.229 0.06 -0.01 0.19
H -9.164 -10.533 5.377 -0.07 -0.16 0.14
C -7.615 -6.182 2.634 -0.08 0.11 -1.52
C -8.929 -6.695 3.139 -1.08 0.19 1.05
O -8.880 -6.333 4.562 -0.10 -0.32 -0.02
S -7.411 -6.245 5.097 0.03 -0.25 -0.36
O -7.095 -7.354 5.918 0.13 -0.36 0.25
O -7.179 -4.938 5.591 0.05 0.56 0.21
O -6.698 -6.445 3.689 0.23 0.25 0.21
H -7.694 -5.138 2.317 0.25 0.21 0.71
H -7.241 -6.699 1.752 -0.08 -0.35 0.14
H -9.086 -7.764 3.035 0.38 -0.05 0.14
H -9.846 -6.185 2.858 0.34 0.06 -0.73
C -12.724 -7.477 0.185 0.10 0.29 0.27
C -13.643 -6.254 -0.039 -0.22 0.08 -0.67
O -12.915 -5.115 0.443 0.05 0.14 -0.01
S -11.372 -5.389 0.192 -0.66 -0.45 0.13
O -10.620 -4.721 1.175 0.48 0.46 0.48
O -11.061 -5.234 -1.181 0.07 0.06 -0.54
O -11.440 -6.919 0.559 0.14 -0.18 -0.13
H -12.623 -8.023 -0.748 0.09 -0.24 0.12
H -12.981 -8.115 1.022 -0.23 -0.10 -0.14
H -14.616 -6.255 0.441 0.20 -0.19 0.38
H -13.827 -6.134 -1.110 0.11 0.11 0.06
C -5.528 -5.088 8.582 0.44 0.22 -0.10
C -6.494 -5.906 9.471 0.19 0.22 0.05
O -5.785 -7.096 9.840 0.17 -0.25 -0.03
S -4.223 -6.803 9.764 -0.28 -0.20 -0.36
O -3.535 -7.980 9.401 0.12 -0.26 0.07
O -3.846 -6.056 10.911 0.10 0.30 0.15
O -4.317 -5.873 8.487 -0.08 0.02 0.01
H -5.238 -4.131 9.012 -0.27 0.02 0.19
H -5.891 -4.927 7.573 -0.03 -0.16 -0.04
H -7.376 -6.227 8.928 -0.09 0.05 0.07
H -6.727 -5.360 10.383 -0.25 0.02 -0.07